This record from OMol25 describes a structure of composition C38H29Br2EuN5O6PS3 in a non-equilibrium geometry. The level of theory is ωB97M-V with the def2-TZVPD basis set.

Values from the calculation:
Orbital gap (spin up / spin down): 6.59 / 7.52 eV
Multiplicity: 8
Net charge: +1
<S²>: 15.8184

Each line ends with the Mulliken spin population.
CARTESIAN COORDINATES (ANGSTROEM)
Eu  1.223  -0.737  -1.297  6.10
O  -4.640  -2.036  0.592  0.00
C  -4.581  -1.052  1.485  0.00
C  -5.692  -0.863  2.312  0.00
C  -5.711  0.147  3.245  0.00
C  -4.623  1.013  3.374  0.00
C  -3.517  0.844  2.579  0.02
C  -3.459  -0.204  1.633  -0.03
C  -2.313  -0.320  0.770  0.02
O  -1.218  0.482  1.007  -0.04
N  -2.343  -1.071  -0.269  0.00
N  -1.395  -1.102  -1.272  0.01
C  -1.879  -0.572  -2.349  0.00
S  -3.328  0.360  -2.373  0.00
C  -3.235  0.758  -4.158  0.00
C  -1.781  0.818  -4.543  0.00
S  -0.958  -0.711  -3.915  0.00
H  -3.860  -2.021  0.008  0.00
H  -6.528  -1.530  2.178  0.00
H  -6.582  0.284  3.866  0.00
H  -4.658  1.820  4.089  0.00
H  -2.692  1.539  2.644  0.01
H  -3.734  1.714  -4.310  0.00
H  -3.781  -0.014  -4.700  0.00
H  -1.240  1.646  -4.078  0.00
H  -1.650  0.841  -5.622  0.00
Br  3.011  -6.904  2.176  0.00
C  2.330  -5.365  1.339  0.00
C  2.026  -4.217  2.064  0.00
C  1.526  -3.127  1.379  -0.01
N  1.324  -3.080  0.059  0.00
C  1.647  -4.186  -0.639  0.00
C  2.138  -5.341  -0.037  0.00
C  1.625  -4.095  -2.114  0.00
C  1.562  -5.234  -2.910  0.00
C  1.813  -5.111  -4.272  0.00
Br  1.743  -6.630  -5.386  0.00
C  2.150  -3.858  -4.779  0.00
C  2.106  -2.768  -3.926  0.00
N  1.811  -2.862  -2.625  0.00
H  2.183  -4.172  3.130  0.00
H  1.314  -2.225  1.938  0.00
H  2.403  -6.204  -0.624  0.00
H  1.321  -6.198  -2.488  0.00
H  2.432  -3.737  -5.813  0.00
H  2.342  -1.772  -4.290  0.00
O  2.458  -0.403  0.414  -0.01
S  3.626  0.068  -0.427  0.00
O  4.858  -0.525  -0.041  0.00
O  3.202  -0.163  -1.820  0.00
C  3.678  1.838  -0.194  -0.01
C  4.890  2.476  -0.365  0.00
C  4.968  3.856  -0.234  0.00
C  3.824  4.582  0.056  0.00
C  2.605  3.939  0.207  -0.01
C  2.516  2.550  0.104  0.00
P  0.911  1.678  0.197  -0.01
C  -0.335  3.009  0.460  0.02
C  -0.337  3.761  1.632  0.01
C  -1.309  4.724  1.830  0.00
C  -2.284  4.935  0.868  0.00
C  -2.289  4.181  -0.296  0.00
C  -1.317  3.215  -0.500  0.01
C  0.851  1.039  1.882  0.32
C  -0.312  0.122  2.048  0.06
C  -0.769  -0.073  3.454  0.32
C  0.094  0.214  4.458  -0.12
C  1.342  0.833  4.216  0.40
C  1.701  1.255  2.944  -0.18
H  5.760  1.883  -0.597  0.00
H  5.913  4.361  -0.366  0.00
H  3.876  5.654  0.164  0.00
H  1.718  4.523  0.395  0.00
H  0.428  3.602  2.380  0.01
H  -1.305  5.302  2.742  0.00
H  -3.044  5.682  1.034  0.00
H  -3.057  4.349  -1.036  0.00
H  -1.305  2.619  -1.404  0.00
H  0.082  -0.887  1.770  0.15
H  -1.719  -0.549  3.641  0.02
H  -0.181  0.005  5.480  0.00
H  1.983  1.058  5.054  0.01
H  2.600  1.830  2.795  0.00
O  0.510  0.793  -2.597  -0.04
N  0.535  -0.284  -3.426  -0.01

***

This record from OMol25 describes a structure of composition C38H29IN2PPdS3Te. The level of theory is ωB97M-V with the def2-TZVPD basis set.

Values from the calculation:
Orbital gap: 6.00 eV
Net charge: +1

Each line ends with the Mulliken charge.
CARTESIAN COORDINATES (ANGSTROEM)
Pd  -0.391  0.990  1.373  -0.32
I  -3.024  0.844  1.754  0.15
C  -2.830  -0.845  3.001  0.51
C  -3.487  -0.685  4.191  -0.72
C  -3.636  -1.759  5.086  -0.98
C  -3.168  -2.983  4.725  -0.85
C  -2.483  -3.173  3.501  0.81
C  -2.079  -4.485  3.152  -0.82
C  -1.438  -4.728  1.978  -1.28
C  -1.086  -3.643  1.158  -0.17
C  -1.420  -2.343  1.463  0.77
P  -0.668  -1.072  0.392  1.04
C  -1.822  -0.836  -0.993  1.27
C  -2.783  -1.797  -1.298  -0.65
C  -3.655  -1.595  -2.358  -0.79
C  -3.571  -0.438  -3.120  -0.69
C  -2.614  0.522  -2.820  -0.81
C  -1.747  0.328  -1.757  -0.21
C  0.813  -1.828  -0.326  0.49
C  1.072  -1.708  -1.688  -0.61
C  2.247  -2.219  -2.223  -0.71
C  3.160  -2.861  -1.402  -0.45
C  2.912  -2.977  -0.038  -0.83
C  1.751  -2.452  0.502  -0.09
C  -2.227  -2.081  2.622  -0.25
H  -3.924  0.272  4.441  0.43
H  -4.150  -1.608  6.024  0.41
H  -3.317  -3.843  5.366  0.41
H  -2.309  -5.291  3.837  0.41
H  -1.157  -5.732  1.690  0.44
H  -0.499  -3.848  0.273  0.73
H  -2.860  -2.700  -0.707  0.41
H  -4.401  -2.344  -2.589  0.43
H  -4.250  -0.285  -3.948  0.42
H  -2.544  1.422  -3.418  0.50
H  -1.004  1.080  -1.524  0.26
H  0.362  -1.223  -2.345  0.46
H  2.442  -2.112  -3.282  0.47
H  4.073  -3.261  -1.823  0.47
H  3.628  -3.469  0.609  0.40
H  1.574  -2.533  1.567  0.49
C  -1.873  4.247  2.643  -1.14
Te  0.058  3.532  2.051  0.19
C  -0.546  4.291  0.136  -0.85
C  -2.050  4.301  0.154  0.80
C  -2.790  4.346  -1.022  -0.56
C  -4.176  4.372  -0.976  -0.67
C  -4.829  4.367  0.249  -0.60
C  -4.095  4.330  1.425  -0.53
C  -2.704  4.289  1.385  0.20
H  -1.741  5.240  3.073  0.51
H  -2.291  3.589  3.403  0.44
H  -0.133  3.657  -0.639  0.19
H  -0.135  5.294  0.015  0.57
H  -2.278  4.363  -1.976  0.52
H  -4.746  4.399  -1.894  0.45
H  -5.910  4.389  0.288  0.43
H  -4.603  4.327  2.382  0.45
S  3.057  1.631  -3.784  -0.25
C  3.105  1.310  -2.172  -0.23
S  1.749  1.618  -1.107  0.16
C  2.577  0.840  0.210  0.31
N  3.763  0.460  -0.089  -0.69
N  4.072  0.759  -1.398  0.71
C  5.373  0.350  -1.840  0.20
C  6.113  1.160  -2.687  -0.48
C  7.373  0.741  -3.087  -0.68
C  7.890  -0.464  -2.635  -0.44
C  7.147  -1.253  -1.768  -0.83
C  5.884  -0.849  -1.365  -0.10
S  1.854  0.608  1.783  -0.26
H  5.709  2.099  -3.033  0.42
H  7.955  1.366  -3.751  0.39
H  8.874  -0.783  -2.949  0.39
H  7.553  -2.185  -1.399  0.37
H  5.302  -1.439  -0.671  0.66

***

Energy relative to the best compared isomer or geometry (same formula, charge and spin), record by record: 109.7 6.3 kcal/mol
Electronic energy, record by record: -260812.4134 -103521.0821 eV